32
Properties=species:S:1:pos:R:3:nbo_charge:R:1 method="wB97M-V/def2-TZVPD" smiles="N[C@@]1(C(=O)O)CNC[C@H]1CCCB(O)O" homo_lumo_gap_ha=0.31785 energy_ha=-750.4147 de_lowest_ev=1.727
C -0.4063 -0.2913 1.9404 -0.23
O -1.4853 3.0542 0.0530 -0.68
C 1.2879 -1.9796 0.0873 -0.39
H 1.8343 -1.8080 -1.9790 0.22
C -1.6752 0.6942 -0.0287 -0.01
O -0.6970 1.8120 -1.7569 -0.61
H -1.1168 3.8780 -0.3865 0.49
N -1.7639 -0.0551 2.3543 -0.63
H 1.2498 -3.1369 0.1287 0.20
H -2.2362 -0.9489 2.4727 0.36
B 2.7563 -0.0985 -1.1015 1.16
H -1.7237 -0.1493 -1.7126 0.38
H 0.1469 0.4868 2.4313 0.18
H 1.7650 -1.7065 1.0549 0.22
H -2.4956 1.8919 1.7714 0.21
H -0.0278 -1.2549 2.3385 0.20
O 3.3828 0.1857 -2.3303 -0.91
H 0.4239 0.7757 0.2128 0.23
C -2.3730 0.8702 1.4043 -0.24
H -0.8009 -2.0383 0.1334 0.21
H -3.4122 0.5209 1.3352 0.20
C 2.2504 -1.6050 -0.9773 -0.78
H -0.1552 -1.2118 -1.3838 0.20
H -3.2126 0.6496 -1.2575 0.36
H 3.4340 1.2881 0.1851 0.49
C -0.0563 -1.3515 -0.2633 -0.40
O 2.6950 0.6453 0.1308 -0.92
H 3.3588 1.1058 -2.6466 0.50
H 3.1525 -2.1694 -0.8993 0.24
C -0.3619 -0.0201 0.4220 -0.23
C -1.2705 1.9659 -0.7247 0.79
N -2.4672 0.0007 -1.0079 -0.82